(1)
ORCA calculation (the ωB97M-V functional and the def2-TZVPD basis) on a cluster of 2 separate species, C2NO4 in total.

Computed properties:
calculated total energy: -431.80864 Ha
net charge: -1
lowest unoccupied orbital energy: 3.491 eV
HOMO level: -0.1607 hartree

Geometry (Å):
C (-0.203, 1.293, 0.894)
C (0.247, -1.627, -1.046)
N (-0.540, 0.298, 0.211)
O (0.381, -1.332, -2.151)
O (0.545, 1.908, 2.339)
O (0.304, -2.198, -0.036)
O (-0.677, 1.762, -0.252)

Here are the Mulliken charges for atoms 1 to 4, given in e: 0.60 0.79 -0.50 -0.40

=====

(2)
ORCA calculation (the ωB97M-V functional and the def2-TZVPD basis) on the ion C2NO4 with charge -1.

Computed properties:
calculated total energy: -431.89096 Ha
net charge: -1
lowest unoccupied orbital energy: 3.674 eV
HOMO level: -0.1230 hartree

Geometry (Å):
C (-1.544, -0.606, 0.326)
C (0.567, 0.708, -0.012)
N (-0.456, -0.291, -0.064)
O (-2.635, -1.020, 0.431)
O (0.296, 1.884, 0.171)
O (2.054, -1.004, -0.495)
O (1.718, 0.329, -0.357)

Here are the Mulliken charges for atoms 1 to 4, given in e: 0.54 0.62 -0.16 -0.52

=====

(3)
ORCA calculation (the ωB97M-V functional and the def2-TZVPD basis) on a structure of composition C30H16BrN3O6Os.

Computed properties:
calculated total energy: -4433.07420 Ha
net charge: 0
lowest unoccupied orbital energy (spin up / spin down): -1.155 / -2.801 eV
spin multiplicity: 5
⟨S²⟩: 6.064
HOMO level (spin up / spin down): -0.2953 / -0.2965 hartree

Geometry (Å):
Os (0.775, -0.078, -2.378)
O (5.069, 4.350, -1.962)
C (4.202, 3.536, -2.137)
C (2.705, 3.801, -2.058)
O (2.179, 4.862, -1.810)
C (2.066, 2.493, -2.315)
C (3.060, 1.507, -2.612)
O (2.676, 0.303, -2.838)
C (4.406, 2.048, -2.425)
O (5.469, 1.467, -2.409)
O (0.857, 2.160, -2.243)
Br (-5.986, 5.642, 1.350)
C (-5.215, 4.118, 2.185)
C (-6.030, 3.226, 2.870)
C (-5.478, 2.099, 3.444)
C (-4.112, 1.839, 3.306)
C (-3.299, 2.780, 2.655)
C (-3.845, 3.914, 2.098)
N (-3.550, 0.744, 3.935)
N (-2.616, 0.089, 3.472)
C (-2.243, 0.054, 2.161)
C (-3.188, 0.009, 1.130)
C (-2.823, -0.080, -0.192)
C (-1.470, -0.090, -0.577)
O (-1.111, -0.174, -1.810)
C (-0.480, -0.029, 0.474)
N (0.812, 0.045, 0.107)
C (1.753, 0.090, 1.019)
C (1.473, 0.026, 2.388)
C (0.163, -0.021, 2.800)
C (-0.860, -0.029, 1.836)
H (-7.086, 3.426, 2.961)
H (-6.095, 1.393, 3.977)
H (-2.230, 2.629, 2.622)
H (-3.216, 4.635, 1.596)
H (-4.235, 0.011, 1.399)
H (-3.578, -0.130, -0.960)
H (2.773, 0.176, 0.670)
H (2.285, 0.027, 3.097)
H (-0.106, -0.058, 3.844)
C (4.298, -4.281, -0.818)
C (4.326, -2.880, -0.842)
C (3.243, -2.173, -1.292)
C (2.075, -2.815, -1.758)
C (0.945, -2.100, -2.260)
C (-0.172, -2.836, -2.636)
C (-0.203, -4.232, -2.570)
C (0.890, -4.922, -2.121)
C (2.050, -4.238, -1.710)
C (3.175, -4.943, -1.235)
H (5.160, -4.829, -0.472)
H (5.208, -2.357, -0.501)
H (3.287, -1.095, -1.301)
H (-1.057, -2.330, -3.007)
H (-1.101, -4.757, -2.862)
H (0.875, -6.000, -2.065)
H (3.134, -6.023, -1.221)

Here are the Mulliken charges for atoms 1 to 4, given in e: 2.12 -0.52 0.49 0.11

=====

(4)
ORCA calculation (the ωB97M-V functional and the def2-TZVPD basis) on a structure of composition C30H18BrF3N3O7Os.

Computed properties:
calculated total energy: -4808.99379 Ha
net charge: +1
lowest unoccupied orbital energy (spin up / spin down): -3.895 / -6.385 eV
spin multiplicity: 5
⟨S²⟩: 6.060
HOMO level (spin up / spin down): -0.3855 / -0.3854 hartree

Geometry (Å):
Os (0.716, 2.626, -0.103)
O (2.497, 7.609, -3.096)
C (2.096, 6.489, -2.510)
C (2.476, 5.212, -2.957)
C (1.994, 4.128, -2.273)
N (1.177, 4.284, -1.234)
C (0.843, 5.488, -0.761)
C (1.273, 6.629, -1.376)
C (0.021, 5.374, 0.505)
O (-0.466, 6.301, 1.067)
O (-0.104, 4.088, 0.910)
C (2.330, 2.669, -2.513)
O (2.975, 2.290, -3.438)
O (1.817, 1.869, -1.555)
H (3.065, 7.442, -3.860)
H (3.139, 5.068, -3.802)
H (1.006, 7.607, -1.001)
C (-2.802, 2.885, 0.985)
O (-1.988, 2.055, 0.143)
C (-2.215, 0.705, 0.253)
C (-3.165, 0.150, 1.094)
C (-3.305, -1.233, 1.126)
Br (-4.570, -1.980, 2.312)
C (-2.557, -2.059, 0.319)
C (-1.618, -1.501, -0.550)
C (-1.433, -0.127, -0.547)
O (-0.441, 0.474, -1.313)
C (-0.854, -2.419, -1.417)
N (-0.806, -3.701, -1.211)
C (-0.031, -4.211, -2.242)
C (0.343, -5.527, -2.510)
C (1.117, -5.756, -3.627)
C (1.520, -4.705, -4.469)
C (1.165, -3.397, -4.218)
C (0.383, -3.174, -3.086)
N (-0.143, -2.026, -2.530)
H (-2.646, 2.634, 2.035)
H (-3.852, 2.765, 0.719)
H (-2.492, 3.907, 0.810)
H (-3.786, 0.760, 1.730)
H (-2.678, -3.133, 0.332)
H (0.401, 0.049, -1.090)
H (0.025, -6.330, -1.858)
H (1.424, -6.764, -3.870)
H (2.127, -4.932, -5.336)
H (1.479, -2.591, -4.868)
H (-0.142, -1.106, -2.934)
F (0.924, -4.969, 5.562)
C (-0.071, -4.077, 5.571)
F (-0.203, -3.618, 6.824)
F (-1.205, -4.719, 5.256)
C (0.177, -2.938, 4.611)
C (1.309, -2.920, 3.806)
C (1.506, -1.871, 2.931)
C (0.565, -0.832, 2.870)
C (-0.577, -0.861, 3.691)
C (-0.766, -1.914, 4.556)
C (0.735, 0.231, 1.969)
C (0.825, 1.183, 1.182)
H (2.028, -3.724, 3.865)
H (2.380, -1.842, 2.295)
H (-1.300, -0.058, 3.631)
H (-1.641, -1.950, 5.191)

Here are the Mulliken charges for atoms 1 to 4, given in e: 1.80 -0.48 0.97 -0.35

=====

Sequential max |F| output: 7.23 2.10 2.93 0.41 eV Å⁻¹
Sequential relative energy (zero: lowest compared OMol25 entry of this formula, charge and spin) output: 4.355 2.115 0.516 0.621 eV